## 1
Density functional theory data (ωB97M-V/def2-TZVPD) for an isolated molecule of C2H3Cl2N.

Each line ends with the Löwdin charge.
Geometry (Å):
C  -0.24088  -0.30648  -0.24355  -0.29
C  -0.76578  -1.05207  0.92395  -1.24
N  -0.52715  0.59907  0.85819  0.00
Cl  0.31974  -1.94528  1.93438  0.62
Cl  -2.42013  -1.49494  1.07196  0.64
H  0.79744  -0.50505  -0.51487  0.10
H  -0.90685  -0.17792  -1.08852  0.10
H  0.29155  0.85168  1.39907  0.06

The SMILES is ClC1(Cl)CN1. The multiplicity is 1.



## 2
Density functional theory data (ωB97M-V/def2-TZVPD) for a 2-piece molecular cluster, C2H3Cl2N overall.

Each line ends with the Löwdin charge.
Geometry (Å):
C  0.50028  -1.47261  0.19325  -1.13
C  -0.61487  1.10837  -0.36507  -0.06
N  -0.61639  2.33504  -0.32341  0.04
Cl  -0.40525  -2.02663  1.53900  0.53
Cl  2.20246  -1.42806  0.40905  0.53
H  0.19671  -1.90046  -0.75141  0.00
H  -1.38207  0.51178  -0.82134  0.03
H  0.11913  2.87256  0.11993  0.05

The multiplicity is 1.



## 3
Density functional theory data (ωB97M-V/def2-TZVPD) for a 2-piece molecular cluster, C2H3Cl2N overall.

Each line ends with the Löwdin charge.
Geometry (Å):
C  0.67844  0.28442  -0.05183  -0.21
C  -0.56294  -0.37970  0.28248  -1.30
N  -0.51358  0.79620  -0.53550  0.01
Cl  -1.16666  -0.26217  1.93930  0.60
Cl  -1.10926  -1.83852  -0.50713  0.60
H  1.44429  0.74039  0.53799  0.08
H  2.11448  -1.03625  -1.41361  0.11
H  -0.88476  1.69563  -0.25170  0.12

The multiplicity is 1.



Unit: eV. Relative energies: 1 0.000; 2 2.550; 3 3.960.



## 1
Density functional theory data (ωB97M-V/def2-TZVPD) for C36H29N13O4S3W as an isolated structure.

Each line ends with the Löwdin charge.
Geometry (Å):
W  -0.34019  -0.02789  -0.59633  1.73
C  -1.27709  2.92651  2.66762  0.00
C  -0.65161  2.09748  1.59912  -0.25
N  -1.23613  1.11180  1.01070  -0.07
N  -2.50269  0.77020  1.41355  0.12
C  -2.77130  -0.41153  0.94996  -0.43
O  -1.91589  -1.07582  0.22519  -0.22
C  -4.06664  -1.04695  1.24149  -0.13
C  -4.32820  -2.32800  0.76691  -0.01
C  -5.54794  -2.92936  1.03170  -0.07
C  -6.50965  -2.25150  1.76670  -0.08
C  -6.25263  -0.96913  2.23535  -0.07
C  -5.03499  -0.36616  1.97531  -0.01
C  0.69818  2.31420  1.12663  -0.21
C  1.52842  3.30709  1.62867  0.00
C  2.81010  3.43550  1.13520  -0.03
C  3.22806  2.54990  0.15436  -0.01
C  2.35373  1.58628  -0.30333  -0.09
N  1.09447  1.45897  0.15200  0.00
H  -2.23054  2.49787  2.95599  0.08
H  -1.43585  3.94462  2.30481  0.10
H  -0.62487  2.98252  3.54052  0.08
H  -3.57206  -2.84121  0.18843  0.11
H  -5.75033  -3.92585  0.66174  0.10
H  -7.46364  -2.72007  1.97136  0.10
H  -7.00631  -0.43886  2.80230  0.10
H  -4.82293  0.63322  2.32790  0.11
H  1.15942  3.96637  2.40074  0.12
H  3.46937  4.20771  1.50718  0.12
H  4.21816  2.59786  -0.27565  0.12
H  2.66556  0.90503  -1.07759  0.10
N  4.95833  1.36030  5.35903  0.10
C  3.93766  0.69982  4.70253  -0.32
C  2.66973  1.27998  4.59312  -0.03
C  1.64042  0.59470  3.97825  -0.06
C  1.85865  -0.67351  3.45880  -0.29
C  3.10688  -1.27253  3.58237  -0.06
C  4.13757  -0.58874  4.19549  -0.02
S  0.53336  -1.52104  2.67255  0.62
O  0.71907  -2.93026  2.86539  -0.28
O  -0.68970  -0.89283  3.08119  -0.28
N  0.67178  -1.20218  1.06779  -0.18
C  1.72256  -1.60798  0.32580  -0.48
N  2.79616  -2.30108  0.68168  0.17
C  3.62252  -2.60936  -0.31320  -0.09
C  3.41706  -2.24833  -1.64178  -0.02
C  2.30513  -1.48074  -1.91859  -0.10
N  1.48567  -1.14915  -0.92349  -0.06
H  4.86925  2.35677  5.45855  0.09
H  5.89634  1.04931  5.17311  0.09
H  2.49279  2.26281  5.01476  0.11
H  0.64824  1.02197  3.92161  0.10
H  3.25789  -2.26953  3.19547  0.10
H  5.10869  -1.05770  4.29916  0.11
H  4.50171  -3.18087  -0.03594  0.12
H  4.11353  -2.52143  -2.41877  0.11
H  2.06350  -1.10357  -2.90198  0.11
S  -4.60270  1.73406  -2.01337  0.60
C  -3.11493  1.25198  -1.68917  -0.92
N  -2.00481  0.92150  -1.46800  -0.10
N  -0.52767  -3.34876  -0.64663  0.14
C  -0.87901  -2.84891  -1.84197  -0.67
N  -0.89136  -1.57037  -2.16102  -0.02
C  -1.27300  -1.40208  -3.51332  -0.26
C  -1.42540  -0.21186  -4.22230  -0.02
C  -1.78959  -0.25972  -5.55525  -0.06
C  -2.00991  -1.46866  -6.21088  -0.08
C  -1.87295  -2.65914  -5.52486  -0.09
C  -1.50996  -2.60251  -4.18775  -0.47
S  -1.29792  -3.95215  -3.11357  1.12
H  -0.59811  -2.74645  0.16495  0.07
H  -0.65172  -4.33347  -0.48639  0.11
H  -1.27984  0.73711  -3.74138  0.08
H  -1.90936  0.67007  -6.09498  0.11
H  -2.29349  -1.47648  -7.25437  0.11
H  -2.04655  -3.61003  -6.01057  0.11
N  -0.17631  2.95839  -2.34602  0.22
C  0.71324  2.02204  -2.71204  -0.49
O  0.56653  0.79516  -2.32673  -0.24
C  1.82098  2.36351  -3.50297  -0.20
C  2.82397  1.39770  -3.73926  -0.23
N  3.66191  0.61960  -3.89972  0.15
C  1.97271  3.69940  -3.94216  -0.23
N  2.00801  4.80646  -4.26618  0.14
H  -0.09807  3.88752  -2.72613  0.11
H  -1.04346  2.65051  -1.92946  0.07

The multiplicity is 1.



## 2
Density functional theory data (ωB97M-V/def2-TZVPD) for C36H29N13O4S3W as an isolated structure.

Each line ends with the Löwdin charge.
Geometry (Å):
W  -0.11082  0.13934  0.38792  1.76
C  3.31843  -1.63449  -1.87337  -0.02
C  2.38942  -1.18126  -0.79380  -0.25
N  1.31878  -0.40033  -1.05158  -0.08
N  1.11676  -0.02279  -2.34176  0.11
C  0.04085  0.71946  -2.42806  -0.37
O  -0.60276  1.00512  -1.30880  -0.23
C  -0.51031  1.12013  -3.70886  -0.15
C  -1.59834  1.99714  -3.73780  -0.01
C  -2.22289  2.28845  -4.93260  -0.07
C  -1.78193  1.70032  -6.10921  -0.07
C  -0.69849  0.83296  -6.08661  -0.07
C  -0.06037  0.54141  -4.89922  -0.02
C  2.57938  -1.45967  0.57498  -0.20
C  3.52224  -2.38661  1.07013  0.00
C  3.66449  -2.56037  2.42322  -0.04
C  2.91373  -1.75249  3.28264  -0.02
C  1.99765  -0.86978  2.74682  -0.10
N  1.76188  -0.74046  1.42718  0.01
H  2.94487  -1.25412  -2.81937  0.07
H  3.37218  -2.72060  -1.91360  0.08
H  4.32181  -1.25011  -1.69572  0.09
H  -1.93145  2.43207  -2.80648  0.11
H  -3.06862  2.95915  -4.94443  0.11
H  -2.28912  1.90264  -7.04039  0.10
H  -0.36722  0.36291  -7.00042  0.11
H  0.76899  -0.14672  -4.86675  0.12
H  4.09774  -2.96912  0.37130  0.11
H  4.35156  -3.29435  2.81484  0.11
H  3.04081  -1.80401  4.35112  0.12
H  1.43458  -0.23107  3.41309  0.08
N  -5.90393  -0.54219  6.34122  0.11
C  -4.75798  -0.16164  5.69875  -0.31
C  -3.64912  0.28397  6.43314  -0.02
C  -2.47705  0.62158  5.78943  -0.05
C  -2.39701  0.51627  4.41368  -0.29
C  -3.47126  0.06169  3.67155  -0.06
C  -4.64810  -0.27577  4.30620  -0.01
S  -0.89369  0.96417  3.60783  0.66
O  -1.02902  2.19147  2.85831  -0.29
O  0.19862  0.92067  4.54178  -0.30
N  -0.66350  -0.11133  2.38132  -0.25
C  -0.75335  -1.45409  2.34071  -0.49
N  -0.87010  -2.25336  3.36277  0.18
C  -0.81734  -3.57908  3.10973  -0.07
C  -0.62711  -4.06683  1.82530  -0.04
C  -0.55218  -3.16887  0.77913  -0.06
N  -0.63287  -1.81763  0.99127  -0.03
H  -6.02546  -0.24509  7.29384  0.09
H  -6.74237  -0.64395  5.79320  0.10
H  -3.71570  0.35799  7.50880  0.11
H  -1.60948  0.96536  6.32800  0.11
H  -3.38032  -0.02429  2.59960  0.09
H  -5.49096  -0.62248  3.72603  0.10
H  -0.92341  -4.22173  3.96739  0.11
H  -0.55271  -5.12690  1.63969  0.10
H  -0.44655  -3.49411  -0.24627  0.10
S  2.65908  3.03829  2.54894  0.70
C  1.66428  2.32311  1.58631  -0.94
N  0.93211  1.80539  0.78887  -0.12
N  -3.50612  -0.55435  -1.10162  0.15
C  -2.63471  -1.07144  -1.96791  -0.66
N  -1.43798  -1.49119  -1.66662  0.06
C  -0.88466  -2.17201  -2.74129  -0.31
C  0.30825  -2.88832  -2.76011  -0.05
C  0.70107  -3.53547  -3.91737  -0.08
C  -0.07022  -3.48633  -5.07289  -0.09
C  -1.27241  -2.80810  -5.07570  -0.10
C  -1.66771  -2.17582  -3.91305  -0.48
S  -3.16711  -1.34134  -3.62495  1.11
H  -3.14668  -0.24190  -0.19936  0.06
H  -4.33686  -0.10541  -1.44954  0.10
H  0.91223  -2.94656  -1.86885  0.08
H  1.61617  -4.11016  -3.92635  0.10
H  0.25249  -4.00381  -5.96218  0.10
H  -1.90708  -2.78550  -5.94676  0.11
N  -1.72487  3.13004  0.08581  0.20
C  -2.55355  2.13778  0.50420  -0.45
O  -2.07278  0.93693  0.65170  -0.25
C  -3.91588  2.39424  0.67026  -0.20
C  -4.83611  1.38827  0.97170  -0.25
N  -5.61237  0.56402  1.18704  0.17
C  -4.44613  3.68026  0.52308  -0.24
N  -4.89853  4.72972  0.39079  0.14
H  -0.73535  2.99389  0.28047  0.07
H  -2.07407  4.07681  0.13479  0.11

The multiplicity is 1.



Unit: eV. Relative energies: 1 0.000; 2 1.975.



## 1
Density functional theory data (ωB97M-V/def2-TZVPD) for an isolated molecule of C11H21N3O3.

Each line ends with the Löwdin charge.
Geometry (Å):
C  0.13846  -0.36910  1.39603  -0.38
C  -0.07610  0.63425  0.20938  -0.38
C  1.28600  -1.10301  0.94568  -0.23
C  1.80125  -1.98654  2.04818  -0.25
C  2.73800  -2.99890  1.40839  -0.19
C  3.99267  -2.38525  0.47821  -0.30
C  -1.29552  1.51825  -1.59331  -0.11
C  -2.13480  2.77567  -0.98672  -0.44
C  -2.15099  0.89609  -2.71641  -0.09
C  -2.72878  -0.34791  -2.02325  -0.12
C  -1.52786  -0.82201  -1.17823  -0.12
H  -1.73334  -0.79462  1.90467  0.08
H  -0.96546  -2.01430  1.24242  0.07
H  0.45374  0.34131  2.25965  0.19
H  2.19967  -0.39472  0.76759  0.17
H  0.85340  -1.73624  0.10051  0.15
H  2.32796  -1.40468  2.82564  0.12
H  0.94898  -2.55932  2.56376  0.13
H  2.03258  -3.63646  0.84505  0.09
H  3.22546  -3.75129  2.02699  0.09
H  4.45981  -3.21925  -0.20813  0.12
H  3.66951  -1.67021  -0.34865  0.10
H  5.63062  -2.35034  1.80918  0.07
H  4.54403  -1.07211  1.88709  0.09
H  -0.40739  2.03645  -1.81655  0.14
H  -1.62157  0.67825  -3.58783  0.11
H  -2.89088  1.55578  -2.89074  0.07
H  -3.60344  -0.16209  -1.45733  0.10
H  -3.04258  -1.13926  -2.78601  0.14
H  -1.85495  -1.45899  -0.34430  0.11
H  -0.87128  -1.35107  -1.82824  0.12
H  -1.00016  2.79802  0.44552  0.10
N  -0.86153  -1.24775  1.87951  0.08
N  5.04266  -1.75250  1.22484  -0.05
N  -0.87349  0.38470  -0.74469  0.02
O  0.40238  1.82944  0.29525  -0.03
O  -2.85906  3.45319  -1.63974  0.14
O  -2.01358  2.81046  0.36254  0.07

The SMILES is NCCCC[C@H](N)C(=O)N1CCC[C@H]1C(=O)O. The multiplicity is 1.



## 2
Density functional theory data (ωB97M-V/def2-TZVPD) for an isolated molecule of C11H21N3O3.

Each line ends with the Löwdin charge.
Geometry (Å):
C  0.89633  0.17453  -0.34051  -0.29
C  -0.60233  0.18213  -0.49281  -0.41
C  1.41300  1.39113  0.47836  -0.16
C  2.91320  1.38230  0.62661  -0.23
C  3.37989  2.54315  1.52149  -0.22
C  4.86631  2.63334  1.53000  -0.32
C  -2.69384  -1.04351  -0.92731  -0.17
C  -3.37689  -0.63545  0.42757  -0.48
C  -3.01875  -2.51151  -1.27142  -0.13
C  -1.76032  -3.12622  -1.89438  -0.14
C  -0.63359  -2.32341  -1.19444  -0.13
H  1.12301  0.82377  -2.36013  0.10
H  2.35639  -0.17604  -1.74304  0.07
H  1.23086  -0.73235  0.16798  0.14
H  0.93515  1.28808  1.42713  0.12
H  1.06182  2.30963  0.01538  0.12
H  3.40877  1.49529  -0.36437  0.12
H  3.33862  0.45856  1.05019  0.11
H  2.98431  3.47037  1.06854  0.12
H  2.97679  2.45384  2.52643  0.12
H  5.34559  2.65861  0.51747  0.13
H  5.26877  3.53573  1.98114  0.10
H  5.49527  0.72142  1.63963  0.05
H  5.02803  1.23060  3.06491  0.06
H  -3.08766  -0.33856  -1.65085  0.15
H  -3.26616  -3.06812  -0.33061  0.13
H  -3.95133  -2.62181  -1.82007  0.11
H  -1.73660  -2.86066  -2.94353  0.11
H  -1.70352  -4.19322  -1.66574  0.11
H  -0.32126  -2.82546  -0.27452  0.12
H  0.15787  -2.10744  -1.90583  0.10
H  -4.90320  0.20121  1.07033  0.13
N  1.34632  0.00018  -1.76298  0.05
N  5.50328  1.53560  2.24219  -0.01
N  -1.22619  -1.02806  -0.82167  0.01
O  -1.17461  1.22098  -0.22027  0.09
O  -2.98668  -0.90524  1.53857  0.11
O  -4.51415  0.02472  0.20017  0.12

The SMILES is NCCCC[C@H](N)C(=O)N1CCC[C@H]1C(=O)O. The multiplicity is 1.



Unit: eV. Relative energies: 1 2.441; 2 0.000.